Density functional theory data (ωB97M-V with the def2-TZVPD basis set) for a 2-piece molecular cluster, C4H13NO overall at a distorted geometry.

Structure (ORCA input):
```
! wB97M-V def2-TZVPD RIJCOSX def2/J DEFGRID3
* xyz 0 1
C -0.5682 -0.9687 0.8109
N 0.1767 0.1739 0.1310
C -0.9041 0.9393 -0.6065
C -0.2888 2.2409 -1.1050
C 0.1797 -1.4299 2.0552
H -1.5418 -0.6137 1.0269
H -0.3797 -1.7592 0.0536
H 0.7187 0.8264 0.6824
H -1.0671 0.4267 -1.5706
H -1.6614 1.1218 0.1624
H 0.4197 2.7744 -0.4696
H 0.3041 1.9905 -1.9887
H -1.0727 3.0279 -1.1276
H 1.1622 -1.8402 1.8046
H -0.2956 -2.2757 2.5483
H 0.3752 -0.6095 2.7242
H 1.1089 -1.1046 -0.9883
H 1.6855 -1.3069 -2.5320
O 1.6486 -1.6134 -1.6111
*
```

Results
Gap between HOMO and LUMO: 10.24 eV
Structure (SMILES): CCNCC.O

Density functional theory data (ωB97M-V with the def2-TZVPD basis set) for a 2-piece molecular cluster, C4H13NO overall at a distorted geometry.

Structure (ORCA input):
```
! wB97M-V def2-TZVPD RIJCOSX def2/J DEFGRID3
* xyz 0 1
C 0.0419 1.4079 0.0960
C 0.8370 0.2799 -0.5481
C 1.1235 -0.8883 0.4017
C 0.1022 -0.2427 -1.7817
N 0.5800 1.7761 1.4112
H -0.9998 1.0800 0.1994
H 0.0431 2.2802 -0.5503
H 1.7830 0.6378 -0.8343
H 0.2416 -1.3443 0.8527
H 1.8050 -0.5845 1.1938
H 1.6534 -1.6494 -0.1754
H -0.2216 0.5349 -2.4714
H 0.7009 -0.9701 -2.3319
H -0.7520 -0.8121 -1.4363
H 0.4544 0.9887 2.0397
H 0.0016 2.5027 1.8230
H -2.3106 -1.9345 1.4218
H -2.3654 -1.1375 0.1373
O -2.7181 -1.9248 0.5527
*
```

Results
Gap between HOMO and LUMO: 10.30 eV
Structure (SMILES): CC(C)CN.O

Density functional theory data (ωB97M-V with the def2-TZVPD basis set) for a 2-piece molecular cluster, C4H13NO overall at a distorted geometry.

Structure (ORCA input):
```
! wB97M-V def2-TZVPD RIJCOSX def2/J DEFGRID3
* xyz 0 1
C 2.1537 -0.5532 0.1421
C 0.7693 0.0763 0.2115
C -0.1867 -0.4262 -0.9246
C -0.7011 0.7411 -1.7819
N 0.0727 -0.2110 1.4975
H 2.8725 0.0740 0.6772
H 2.1620 -1.5206 0.6235
H 2.4901 -0.5976 -0.8928
H 0.7250 1.1557 0.1805
H 0.2638 -1.2272 -1.5082
H -1.0474 -0.8516 -0.4143
H -0.1252 0.9105 -2.6886
H -1.7134 0.5156 -2.1282
H -0.7679 1.6591 -1.2063
H 0.7147 -0.0753 2.2730
H -0.1903 -1.1912 1.5448
H -2.0902 0.8480 0.8876
H -2.5361 0.1122 2.1413
O -2.8655 0.5614 1.3660
*
```

Results
Gap between HOMO and LUMO: 10.71 eV
Structure (SMILES): CC[C@H](C)N.O

Density functional theory data (ωB97M-V with the def2-TZVPD basis set) for a 2-piece molecular cluster, C4H13NO overall at a distorted geometry.

Structure (ORCA input):
```
! wB97M-V def2-TZVPD RIJCOSX def2/J DEFGRID3
* xyz 0 1
C -0.2553 -1.1809 0.6171
N 0.4490 0.0410 0.6119
C -0.1680 1.1740 1.1414
C 0.5603 2.6910 0.7158
C 0.2869 -2.2955 -0.3406
H -1.3447 -0.8882 0.3407
H -0.3223 -1.6419 1.5874
H 0.8084 0.2814 -0.3315
H -0.3149 1.0931 2.2911
H -1.2056 1.3060 0.6788
H 0.1560 3.5911 1.1855
H 0.2924 2.7702 -0.4339
H 1.6136 2.5533 0.8516
H 0.3825 -2.4128 -1.4274
H 1.3584 -2.6052 0.1194
H -0.3564 -3.1996 -0.0283
H -0.8482 -0.7033 -3.2508
H -0.6993 -0.4202 -1.7267
O -0.3929 -0.1534 -2.6015
*
```

Results
Gap between HOMO and LUMO: 9.48 eV
Structure (SMILES): CCNCC.O

Density functional theory data (ωB97M-V with the def2-TZVPD basis set) for a 2-piece molecular cluster, C4H13NO overall at a distorted geometry.

Structure (ORCA input):
```
! wB97M-V def2-TZVPD RIJCOSX def2/J DEFGRID3
* xyz 0 1
C 1.3541 -0.6833 1.5775
C 1.3688 -0.4470 0.0941
C -0.1013 -0.4294 -1.8353
C -0.1652 1.4918 -0.4210
H 1.0685 0.2047 2.1164
H 2.2861 -1.0042 1.9423
H 0.5706 -1.4262 1.8983
H 2.1413 0.1990 -0.3247
H 1.6386 -1.4014 -0.3308
H -1.0201 -0.0224 -2.1812
H -0.1435 -1.5495 -1.8781
H 0.7240 -0.1876 -2.5854
H -0.3837 1.8730 0.6115
H -1.0565 1.6043 -1.1316
H 0.6763 2.0623 -0.9061
H -3.4830 0.4414 1.6525
H -2.4047 -0.3159 0.8589
N 0.1869 0.0480 -0.4914
O -3.2572 -0.4575 1.3342
*
```

Results
Gap between HOMO and LUMO: 9.20 eV
Structure (SMILES): CCN(C)C.O

Density functional theory data (ωB97M-V with the def2-TZVPD basis set) for a 2-piece molecular cluster, C4H13NO overall at a distorted geometry.

Structure (ORCA input):
```
! wB97M-V def2-TZVPD RIJCOSX def2/J DEFGRID3
* xyz 1 2
C -2.5794 -0.4156 2.5203
C -2.2422 0.1689 1.1298
N 5.1623 -2.0983 -2.6113
H -2.1919 -1.4266 2.5826
H -2.3336 0.1876 3.3827
H -3.6698 -0.4474 2.3751
H -2.7028 1.1283 0.8690
H -2.4717 -0.5902 0.3737
H 5.5287 -3.0060 -2.3521
H 4.3380 -1.9054 -2.0549
H 4.9653 -2.1359 -3.5957
C 0.1220 1.0991 0.3139
O -0.8494 0.4445 1.1085
C -0.5638 1.5438 -1.0076
H 1.0008 0.4605 0.2710
H 0.4101 2.0498 0.7792
H 0.2677 1.8337 -1.6637
H -1.1667 2.4457 -0.9692
H -1.0235 0.6633 -1.4515
*
```

Results
Gap between HOMO and LUMO (alpha / beta): 8.86 / 2.98 eV

Density functional theory data (ωB97M-V with the def2-TZVPD basis set) for a 3-piece molecular cluster, C4H13NO2 overall at a distorted geometry.

Structure (ORCA input):
```
! wB97M-V def2-TZVPD RIJCOSX def2/J DEFGRID3
* xyz 0 1
C -1.2819 0.0059 -1.4274
C -1.3490 -0.0556 -0.1234
N -0.5267 -0.8942 0.7021
C -0.5654 -0.7360 2.1573
C -1.6990 0.1605 2.6293
H -1.5426 0.9021 -2.0176
H -0.6147 -0.4989 -2.1118
H -2.2845 0.4367 0.3443
H -0.5262 -1.9313 0.4053
H -0.8210 -1.7684 2.6108
H 0.3105 -0.2088 2.5863
H -1.4314 0.3719 3.6663
H -1.6706 1.1013 2.0213
H -2.6775 -0.3576 2.5134
H 1.2239 1.1830 -0.4572
H 1.4659 2.7846 -0.1884
O 1.8917 1.8765 -0.2676
H 1.9170 -1.0516 -3.3955
H 3.2388 -1.2838 -2.7467
O 2.6674 -0.5851 -3.1775
*
```

Results
Gap between HOMO and LUMO: 9.27 eV
Structure (SMILES): C=CNCC.O.O

Density functional theory data (ωB97M-V with the def2-TZVPD basis set) for a 3-piece molecular cluster, C4H13NO2 overall at a distorted geometry.

Structure (ORCA input):
```
! wB97M-V def2-TZVPD RIJCOSX def2/J DEFGRID3
* xyz 0 1
C 1.8983 0.3966 0.2040
C 1.0001 -0.7958 0.2205
C 0.0089 -0.9645 -0.6966
N 0.0732 -0.6402 -2.0388
C 0.8930 -1.4152 1.6178
H 2.6533 0.5328 0.9649
H 2.5558 0.4216 -0.6056
H 1.4734 1.4570 0.3100
H -0.8984 -1.2941 -0.1631
H -0.7209 -0.2402 -2.4399
H 0.9074 -0.0523 -2.2571
H 1.9500 -1.4102 2.1425
H 0.2627 -0.8821 2.2286
H 0.3652 -2.5552 1.6197
H -2.5604 0.7794 0.1981
H -3.0983 0.3844 1.5428
O -3.0496 0.0974 0.6195
H -1.2399 2.8803 -1.2590
H -0.8772 1.3920 -0.8983
O -1.5967 1.9084 -1.3100
*
```

Results
Gap between HOMO and LUMO: 8.09 eV
Structure (SMILES): CC(C)=CN.O.O

Density functional theory data (ωB97M-V with the def2-TZVPD basis set) for a 2-piece molecular cluster, C4H13NO2 overall at a distorted geometry.

Structure (ORCA input):
```
! wB97M-V def2-TZVPD RIJCOSX def2/J DEFGRID3
* xyz 0 1
C 0.9051 0.3412 -0.5134
N -0.0824 -0.3878 0.2745
C 0.1993 -1.7632 0.6166
O -0.6844 -2.2292 1.5773
C 1.3470 1.6997 0.0684
C 0.2515 2.4933 0.7824
H 0.5762 0.4290 -1.5520
H 1.8175 -0.2589 -0.5748
H -0.3482 0.1418 1.0829
H 0.0719 -2.2939 -0.3405
H 1.2101 -1.9293 0.9953
H -1.5697 -2.4441 1.2766
H 2.1566 1.5095 0.7765
H 1.8207 2.2064 -0.7728
H 0.2033 2.1000 1.7927
H -0.7466 2.3871 0.3449
H 0.4743 3.5508 0.7806
H -3.2429 -1.5568 -2.3374
H -1.9881 -2.0935 -1.7084
O -2.3711 -1.9022 -2.5691
*
```

Results
Gap between HOMO and LUMO: 9.39 eV
Structure (SMILES): CCCNCO.O

Density functional theory data (ωB97M-V with the def2-TZVPD basis set) for a 2-piece molecular cluster, C4H13NO2 overall at a distorted geometry.

Structure (ORCA input):
```
! wB97M-V def2-TZVPD RIJCOSX def2/J DEFGRID3
* xyz 0 1
C 1.2054 -0.4508 -1.2775
C 1.8469 0.6461 -0.4271
N 1.3947 0.5775 0.9503
C -0.0264 0.5512 1.2464
C -0.5702 -0.8890 1.4000
O -2.0107 -0.8678 1.2923
H 1.2770 -1.4212 -0.8041
H 0.2051 -0.1789 -1.5959
H 1.8148 -0.5730 -2.1898
H 2.9049 0.4686 -0.5754
H 1.6340 1.6064 -0.9597
H 1.7783 1.4370 1.3281
H -0.2129 1.0874 2.1715
H -0.6116 1.0325 0.4409
H -0.2531 -1.3641 2.3302
H -0.2072 -1.4530 0.5554
H -2.6269 -0.5015 0.6699
H -2.0347 -0.0507 -2.1596
H -2.9620 -0.1023 -0.8722
O -2.5454 0.4457 -1.5236
*
```

Results
Gap between HOMO and LUMO: 9.60 eV
Structure (SMILES): CCNCCO.O

Density functional theory data (ωB97M-V with the def2-TZVPD basis set) for a 3-piece molecular cluster, C4H13NO2 overall.

Structure (ORCA input):
```
! wB97M-V def2-TZVPD RIJCOSX def2/J DEFGRID3
* xyz 0 1
C -2.1971 -0.4614 -0.1713
C -2.2863 0.8521 0.5070
N -1.8683 -0.5596 -1.4346
O -0.4067 -1.7968 0.0522
H -0.0129 -2.4233 0.6698
H -2.6182 -1.3492 0.2808
H -1.4054 -1.4599 -1.6239
H -1.3757 0.2294 -1.8426
H -2.5303 1.6565 -0.1879
H -1.2849 1.0665 0.8934
H -2.9950 0.8362 1.3334
C 2.0801 0.5938 -0.4733
C 2.6315 0.3719 0.9327
O 0.6723 0.4911 -0.5255
H 0.4058 -0.4620 -0.2859
H 2.3454 1.5970 -0.8222
H 2.5466 -0.1250 -1.1642
H 3.7194 0.4798 0.9494
H 2.1987 1.0939 1.6282
H 2.3810 -0.6310 1.2846
*
```

Results
Gap between HOMO and LUMO: 9.43 eV

Density functional theory data (ωB97M-V with the def2-TZVPD basis set) for a 2-piece molecular cluster, C4H13NO2 overall at a distorted geometry.

Structure (ORCA input):
```
! wB97M-V def2-TZVPD RIJCOSX def2/J DEFGRID3
* xyz 0 1
C 1.1630 -1.0817 -0.1718
O 2.3491 -0.8757 -1.1220
C 1.0404 -0.1031 1.0077
C 0.8183 1.3062 0.6949
C -0.4933 1.4183 -0.0584
N -1.6862 0.8607 0.7836
H 1.2217 -2.1069 0.2745
H 0.4440 -1.1073 -0.9933
H 2.6935 -0.1299 -0.6008
H 1.8106 -0.2688 1.7229
H 0.1796 -0.3671 1.5415
H 1.5680 1.7466 -0.0022
H 0.7552 1.9233 1.6283
H -0.6685 2.4889 -0.3548
H -0.6429 0.8554 -1.0404
H -2.1739 1.6357 1.2686
H -2.4046 0.3668 0.2284
H -1.6683 -1.6992 -1.0264
H -1.9596 -2.6445 -2.2704
O -2.3461 -2.2178 -1.5101
*
```

Results
Gap between HOMO and LUMO: 10.46 eV
Structure (SMILES): NCCCCO.O

Computed values of energy above the lowest of the compared OMol25 structures with the same formula, charge and spin (unit: kJ/mol) for the preceding records, in sequence: 138.1 28.2 39.8 203.9 124.9 218.6 259.5 233.3 102.7 181.9 205.1 167.6.